C31H34F4N3NaOP | wB97M-V/def2-TZVPD

Last column: Löwdin charge in e.
Positions of all 75 atoms, in Å:
Na  -0.7334  -0.2328  -0.6855  0.268
C  -1.5575  2.5604  -2.6141  -0.096
N  -1.4567  1.4187  -3.5024  -0.253
C  -1.5957  1.8370  -4.8835  -0.107
C  -2.3636  0.3297  -3.1628  -0.203
C  -1.7402  -1.0560  -3.4149  -0.232
N  -0.4987  -1.2288  -2.6916  -0.030
C  0.6687  -1.0433  -3.2917  -0.207
C  1.8689  -1.2915  -2.5481  -0.161
F  1.7315  -1.8507  -1.3204  0.029
C  3.1379  -1.0749  -3.0091  -0.242
F  4.1829  -1.3464  -2.1985  0.062
C  3.3892  -0.6104  -4.2904  0.016
C  2.2690  -0.4657  -5.0865  -0.247
F  2.4425  -0.0855  -6.3728  0.056
C  0.9882  -0.7030  -4.6468  -0.138
F  0.0126  -0.6191  -5.5982  0.022
H  -2.5257  3.0870  -2.7042  0.082
H  -1.4204  2.2486  -1.5770  0.066
H  -0.7681  3.2748  -2.8569  0.085
H  -2.5195  2.4234  -5.0439  0.082
H  -0.7416  2.4530  -5.1719  0.086
H  -1.6191  0.9679  -5.5351  0.070
H  -2.6037  0.3953  -2.0995  0.076
H  -3.3123  0.4060  -3.7216  0.120
H  -2.4564  -1.7945  -3.0326  0.103
H  -1.6531  -1.2245  -4.4896  0.096
H  4.3875  -0.4221  -4.6517  0.114
N  -0.7439  1.8037  1.2353  -0.028
C  -0.4613  1.4785  2.5160  -0.439
C  -0.8282  2.2559  3.6489  -0.073
C  -0.6023  1.8128  4.9341  -0.126
C  0.0117  0.5858  5.1770  -0.131
C  0.4490  -0.1639  4.0951  -0.103
C  0.2471  0.2687  2.7915  -0.328
P  1.0085  -0.5127  1.3319  1.124
C  2.7604  -0.0352  1.5993  -0.336
C  3.8049  -0.7802  1.0509  -0.107
C  5.1205  -0.3741  1.2091  -0.091
C  5.4141  0.7972  1.8927  -0.107
C  4.3805  1.5687  2.4037  -0.092
C  3.0643  1.1577  2.2560  -0.076
C  1.0122  -2.2877  1.8181  -0.348
C  1.9260  -2.8967  2.6778  -0.103
C  1.7818  -4.2297  3.0350  -0.092
C  0.7211  -4.9765  2.5444  -0.103
C  -0.1892  -4.3872  1.6801  -0.086
C  -0.0374  -3.0589  1.3168  -0.089
H  -2.0817  0.8999  0.9075  0.016
H  -1.0935  2.7575  1.1909  0.032
H  -1.3192  3.2098  3.4813  0.095
H  -0.9109  2.4318  5.7702  0.091
H  0.1758  0.2379  6.1895  0.082
H  0.9693  -1.0982  4.2678  0.090
H  3.5847  -1.6759  0.4841  0.098
H  5.9220  -0.9686  0.7874  0.100
H  6.4423  1.1159  2.0146  0.093
H  4.6009  2.4948  2.9212  0.096
H  2.2569  1.7553  2.6614  0.102
H  2.7574  -2.3276  3.0724  0.103
H  2.5018  -4.6884  3.7028  0.097
H  0.6066  -6.0135  2.8354  0.094
H  -1.0115  -4.9681  1.2806  0.100
H  -0.7366  -2.6070  0.6225  0.095
C  -4.7112  1.3576  -0.4073  -0.058
C  -4.0870  0.7966  0.8712  -0.492
C  -4.0392  1.8547  1.9671  -0.061
O  -2.8123  0.2432  0.6073  -0.130
H  -5.6573  1.8584  -0.1903  0.074
H  -4.8903  0.5529  -1.1220  0.072
H  -4.0255  2.0738  -0.8646  0.065
H  -4.7179  -0.0304  1.2211  0.131
H  -3.5191  2.7482  1.6139  0.075
H  -3.5060  1.4731  2.8390  0.077
H  -5.0512  2.1377  2.2622  0.075

Computed properties:
* E_HOMO: -3.907 eV
* total charge: -1
* E: -63793.44123 eV
* F_max: 0.867 eV Å⁻¹
* gap between HOMO and LUMO: 0.22205 Ha
* multiplicity: 1

C11H21F6GdN2O4PS | wB97M-V/def2-TZVPD

Last column: Löwdin charge in e.
Positions of all 47 atoms, in Å:
Gd  0.7086  0.6860  0.0554  1.672
C  -2.4564  1.4636  0.7499  -0.199
C  -2.0460  1.3308  2.1904  -0.155
N  -0.5355  1.2179  2.4088  -0.152
C  -0.1236  0.3120  3.4859  -0.248
C  -0.4822  -1.2068  3.2962  -0.392
S  -0.3036  -1.8260  1.6123  0.937
C  -1.9430  -1.9472  1.0190  -0.460
C  -2.4559  -0.9570  -0.0402  -0.234
N  -1.8878  0.3950  -0.1160  -0.176
H  -2.2249  2.4259  0.2969  0.111
H  -3.6157  1.4229  0.7516  0.169
H  -2.6043  0.4753  2.5829  0.119
H  -2.4235  2.2813  2.7234  0.168
H  -0.1750  2.1847  2.5658  0.132
H  -0.5600  0.5447  4.4864  0.145
H  0.9439  0.4981  3.5418  0.112
H  -1.5022  -1.4436  3.5951  0.084
H  0.2036  -1.7254  4.0000  0.108
H  -2.6853  -1.9235  1.7975  0.088
H  -2.1230  -2.8966  0.5176  0.094
H  -3.5208  -0.8908  0.0958  0.126
H  -2.3581  -1.3494  -1.0481  0.118
H  -1.9719  0.7629  -1.0977  0.124
C  1.0352  -2.9498  -2.6330  0.003
C  1.7319  -1.7242  -2.1654  -0.397
C  2.9003  -1.3895  -3.1435  0.054
O  0.8766  -0.5118  -2.0205  -0.114
C  2.2683  -2.1096  -0.7109  -0.390
O  2.5521  -3.2378  -0.4046  0.360
O  2.1965  -0.9982  0.0535  -0.207
H  0.5669  -2.8110  -3.6358  0.140
H  0.2438  -3.3256  -1.9012  0.138
H  1.8227  -3.6773  -2.6554  0.104
H  2.4967  -1.0405  -4.1109  0.130
H  3.4043  -2.3254  -3.4039  0.113
H  3.6462  -0.6976  -2.7413  0.113
H  0.0109  -0.5004  -2.4150  0.113
F  -0.4774  1.9943  -1.6234  -0.293
P  0.5304  3.4329  -1.5416  0.441
F  0.5059  3.0353  0.2502  -0.342
F  0.4066  3.6091  -3.1262  -0.076
F  -0.7448  4.3880  -1.2866  -0.090
F  1.7304  2.2184  -1.6693  -0.243
F  1.6025  4.5967  -1.3542  -0.063
O  3.9180  2.2199  1.6592  0.149
C  2.9187  1.9695  1.1089  0.066

Computed properties:
* E_HOMO (alpha / beta): -16.084 / -16.098 eV
* ⟨S²⟩: 13.017
* total charge: +2
* E: -80168.35951 eV
* F_max: 6.220 eV Å⁻¹
* gap between HOMO and LUMO (alpha / beta): 0.16163 / 0.35469 Ha
* multiplicity: 7

C56H52BrN5O4Si2TeTi | wB97M-V/def2-TZVPD

Last column: Löwdin charge in e.
Positions of all 122 atoms, in Å:
Ti  -1.2823  -0.3032  -0.3413  0.868
O  1.6064  -0.8990  -2.7623  0.122
C  0.5858  -1.2367  -2.1929  -0.410
N  -0.6323  -0.6491  -2.2081  0.011
C  -1.1188  0.1305  -3.2217  -0.465
O  -0.7383  0.1412  -4.3842  0.095
C  -2.2913  0.8798  -2.7391  -0.204
C  -3.0228  1.6808  -3.6073  0.001
C  -4.1490  2.3459  -3.1695  -0.032
C  -4.5321  2.1314  -1.8344  -0.051
C  -3.7798  1.3216  -1.0273  -0.160
N  -2.6483  0.6679  -1.4220  -0.100
C  0.5116  -2.4858  -1.3469  -0.172
C  1.4034  -3.5351  -1.5313  0.019
C  1.1392  -4.7441  -0.9083  -0.038
C  0.0126  -4.8383  -0.1045  -0.029
C  -0.7875  -3.7175  0.0770  -0.135
N  -0.5519  -2.5657  -0.5455  0.036
H  -2.6649  1.7703  -4.6213  0.131
H  -4.7209  2.9883  -3.8182  0.112
H  -5.4216  2.6018  -1.4412  0.123
H  -4.1125  1.1100  -0.0188  0.099
H  2.2609  -3.3871  -2.1698  0.124
H  1.7877  -5.5963  -1.0543  0.117
H  -0.2403  -5.7674  0.3803  0.118
H  -1.6661  -3.7479  0.7084  0.125
C  -1.8275  -0.9396  3.6581  -0.225
Si  -2.6124  -0.5532  1.9117  0.632
C  -3.8283  0.8899  2.5041  -0.248
C  -3.9249  -1.9746  1.6600  -0.319
C  -4.6708  -2.4188  2.7486  -0.111
C  -5.6485  -3.3879  2.6118  -0.093
C  -5.8783  -3.9525  1.3690  -0.097
C  -5.1449  -3.5232  0.2793  -0.119
C  -4.1808  -2.5269  0.4010  -0.322
Si  -3.3566  -1.9078  -1.2314  0.715
C  -2.8486  -3.4620  -2.2947  -0.192
C  -4.8682  -1.3108  -2.3022  -0.187
H  -2.5695  -0.8898  4.4528  0.016
H  -1.0514  -0.2172  3.8981  -0.010
H  -1.3772  -1.9254  3.6881  0.004
H  -3.6706  1.1039  3.5569  0.010
H  -4.8662  0.5904  2.3850  0.019
H  -3.6968  1.8265  1.9686  -0.032
H  -4.4950  -1.9852  3.7228  0.092
H  -6.2328  -3.7011  3.4666  0.098
H  -6.6346  -4.7161  1.2517  0.097
H  -5.3295  -3.9638  -0.6888  0.093
H  -3.6563  -3.7511  -2.9612  0.021
H  -2.6150  -4.3177  -1.6688  0.012
H  -1.9794  -3.2536  -2.9116  0.017
H  -5.5524  -2.1325  -2.4948  0.026
H  -4.5300  -0.9357  -3.2645  0.024
H  -5.4368  -0.5222  -1.8190  0.013
C  4.5366  0.5868  4.1607  -0.043
C  3.4446  0.3909  3.1517  -0.249
C  2.8652  -0.8462  2.9441  0.021
C  1.7782  -1.0039  2.0931  -0.068
C  1.1778  -2.3379  2.0023  -0.277
O  -0.0283  -2.5271  2.0079  0.045
C  2.1499  -3.4525  1.8808  -0.170
C  3.3062  -3.2766  1.1230  -0.035
C  4.1983  -4.3201  0.9717  -0.067
C  3.9547  -5.5363  1.5908  -0.078
C  2.8017  -5.7195  2.3368  -0.072
C  1.8948  -4.6853  2.4713  -0.021
C  1.2570  0.0777  1.3371  -0.239
O  0.2141  -0.0691  0.5837  -0.225
C  1.9787  1.3045  1.4259  -0.090
C  2.9849  1.4470  2.3793  0.029
C  1.7510  2.3693  0.4539  -0.225
N  0.9697  2.1963  -0.5394  0.124
C  1.0122  3.1584  -1.6070  -0.301
C  0.7962  2.4283  -2.9219  -0.481
Te  2.1420  3.0112  -4.5077  1.245
C  3.5393  1.5195  -3.8544  -0.539
C  3.5471  0.2786  -4.4641  -0.162
C  4.3357  -0.7363  -3.9547  -0.101
C  5.1149  -0.5125  -2.8346  -0.095
C  5.1221  0.7340  -2.2332  -0.094
C  4.3379  1.7505  -2.7472  -0.151
C  2.5437  3.6179  0.6641  -0.202
C  3.9205  3.6705  0.4664  -0.049
C  4.6166  4.8371  0.7257  -0.069
C  3.9491  5.9607  1.1829  -0.083
C  2.5782  5.9197  1.3674  -0.067
C  1.8798  4.7563  1.1037  -0.022
H  4.9499  -0.3699  4.4728  0.076
H  4.1445  1.0992  5.0400  0.084
H  5.3403  1.1980  3.7516  0.079
H  3.2244  -1.7126  3.4792  0.130
H  3.4870  -2.3273  0.6410  0.128
H  5.0929  -4.1829  0.3821  0.106
H  4.6715  -6.3393  1.4934  0.104
H  2.6165  -6.6673  2.8191  0.105
H  0.9946  -4.8093  3.0522  0.125
H  3.4439  2.4150  2.5111  0.120
H  1.9752  3.6916  -1.6140  0.085
H  0.2384  3.9200  -1.4528  0.102
H  -0.2144  2.5498  -3.2929  0.021
H  0.9949  1.3712  -2.7807  0.023
H  2.9187  0.0987  -5.3222  0.096
H  4.3235  -1.7101  -4.4224  0.105
H  5.7242  -1.3088  -2.4297  0.098
H  5.7376  0.9101  -1.3605  0.097
H  4.3467  2.7279  -2.2849  0.077
H  4.4404  2.7869  0.1244  0.111
H  5.6863  4.8665  0.5802  0.105
H  4.5021  6.8610  1.4000  0.101
H  2.0492  6.7921  1.7196  0.104
H  0.8112  4.7226  1.2605  0.093
Br  -0.8677  2.6281  2.8350  0.899
C  -1.7010  3.5423  1.3961  -0.718
C  -2.2695  4.7892  1.6179  -0.098
C  -2.8000  5.4513  0.5216  -0.049
C  -2.6981  4.8608  -0.7281  -0.041
C  -2.1006  3.6144  -0.8261  -0.167
N  -1.6366  2.9439  0.2255  0.060
H  -2.2890  5.2206  2.6068  0.103
H  -3.2540  6.4251  0.6346  0.111
H  -3.0580  5.3603  -1.6126  0.110
H  -1.9585  3.1503  -1.7901  0.089

Computed properties:
* E_HOMO: -6.862 eV
* total charge: 0
* E: -190763.86582 eV
* F_max: 3.366 eV Å⁻¹
* relative energy (zero: lowest compared OMol25 entry of this formula, charge and spin): 3.5509 eV
* gap between HOMO and LUMO: 0.22270 Ha
* multiplicity: 1

C29H36CuN5O3Si | wB97M-V/def2-TZVPD

Last column: Löwdin charge in e.
Positions of all 75 atoms, in Å:
Cu  -0.3265  0.4233  0.1764  0.438
C  4.0684  0.3258  1.1829  -0.054
O  3.2334  0.5018  2.3340  0.047
C  1.9735  0.4755  1.8947  -0.304
N  1.7905  0.2851  0.6484  0.132
C  3.0720  0.0511  0.0226  -0.215
C  3.2622  0.8514  -1.2438  -0.190
C  2.1839  1.0493  -2.0972  -0.038
C  2.3513  1.7516  -3.2770  -0.091
C  3.5893  2.2759  -3.6056  -0.073
C  4.6687  2.0624  -2.7685  -0.062
C  4.5107  1.3355  -1.6020  -0.037
C  0.8479  0.6159  2.8077  -0.143
C  0.9671  0.8586  4.1731  0.053
C  -0.1926  0.9599  4.9292  -0.001
C  -1.4274  0.8312  4.3051  0.050
C  -1.4489  0.5721  2.9391  -0.156
N  -0.3353  0.4553  2.2214  0.127
C  -2.6636  0.4653  2.1338  -0.323
N  -2.6694  -0.1160  0.9960  0.113
C  -3.9620  0.1200  0.3720  -0.200
C  -4.6991  0.9886  1.4351  -0.054
O  -3.7782  1.0818  2.5258  0.050
C  -3.7989  0.7365  -1.0091  -0.184
C  -4.6893  1.6841  -1.4946  -0.033
C  -4.5093  2.2423  -2.7489  -0.063
C  -3.4374  1.8620  -3.5363  -0.074
C  -2.5581  0.8999  -3.0708  -0.071
C  -2.7465  0.3267  -1.8244  -0.068
H  4.7476  -0.5058  1.3773  0.138
H  4.6460  1.2423  1.0386  0.127
H  3.0929  -1.0092  -0.2700  0.163
H  1.2135  0.6600  -1.8252  0.092
H  1.5202  1.8928  -3.9490  0.109
H  3.7203  2.8433  -4.5123  0.109
H  5.6426  2.4517  -3.0224  0.109
H  5.3726  1.1441  -0.9817  0.110
H  1.9455  0.9604  4.6131  0.130
H  -0.1430  1.1265  5.9933  0.122
H  -2.3534  0.9198  4.8500  0.130
H  -4.4663  -0.8470  0.2474  0.160
H  -5.6243  0.5413  1.8061  0.138
H  -4.9009  2.0053  1.0907  0.124
H  -5.5393  1.9896  -0.9038  0.109
H  -5.2118  2.9814  -3.1034  0.110
H  -3.3028  2.2949  -4.5148  0.108
H  -1.7163  0.6002  -3.6755  0.109
H  -2.0547  -0.4242  -1.4756  0.087
C  1.8322  3.7166  0.6195  -0.156
Si  0.1395  3.8362  -0.2501  0.516
C  -0.8169  5.3698  0.3969  -0.186
C  0.3859  4.1352  -2.1164  -0.161
C  -0.9801  2.3413  0.0606  -0.195
H  2.3309  4.6802  0.6490  0.034
H  2.4743  3.0346  0.0729  0.005
H  1.7454  3.3616  1.6417  0.018
H  -0.2351  6.2682  0.2136  0.024
H  -1.0238  5.3161  1.4607  0.019
H  -1.7563  5.4742  -0.1382  0.025
H  0.2663  5.1878  -2.3501  0.029
H  -0.3384  3.5919  -2.7155  0.020
H  1.3804  3.8423  -2.4319  -0.002
H  -1.6853  2.2220  -0.7610  -0.004
H  -1.5556  2.4670  0.9747  0.009
C  0.0045  -5.0382  0.1308  -0.072
N  0.2666  -3.6962  -0.3379  0.029
C  -0.3704  -2.5756  0.0542  -0.575
N  -1.2489  -2.6561  1.0690  0.213
O  -0.1070  -1.4998  -0.5166  -0.040
H  0.6865  -5.7111  -0.3804  0.093
H  -1.0203  -5.3473  -0.0922  0.092
H  0.1761  -5.1220  1.2061  0.089
H  0.9213  -3.5827  -1.0966  0.149
H  -1.5479  -3.5448  1.4323  0.102
H  -1.8162  -1.8262  1.2230  0.064

Computed properties:
* E_HOMO (alpha / beta): -10.592 / -11.417 eV
* ⟨S²⟩: 0.754
* total charge: +1
* E: -96764.03098 eV
* F_max: 1.403 eV Å⁻¹
* relative energy (zero: lowest compared OMol25 entry of this formula, charge and spin): 0.3481 eV
* gap between HOMO and LUMO (alpha / beta): 0.27506 / 0.29011 Ha
* multiplicity: 2

Question: Look up the F_max of the third one.
Answer: 3.366 eV Å⁻¹

Question: Which of these has the highest total charge?
Answer: C11H21F6GdN2O4PS